# C61H148N8O26

A cluster of 12 separate species, C61H148N8O26 in total (wB97M-V/def2-TZVPD, the Open Molecules 2025 dataset).

Geometry as XYZ:
```
243
Properties=species:S:1:pos:R:3:forces:R:3:mulliken_charge:R:1
C 23.304156 -9.967608 23.897874 0.296 -0.896 -1.222 1.858
C 22.143359 -10.200142 22.931076 0.050 0.908 0.585 -1.159
O 21.822118 -11.598017 22.985053 0.570 -0.099 -0.113 0.108
C 20.854288 -12.022055 22.176176 0.194 -0.133 0.177 0.432
O 20.196524 -11.352670 21.435508 -0.266 0.252 -0.161 -0.566
O 20.751794 -13.344830 22.346999 0.109 0.121 0.464 -0.027
C 19.508081 -13.925789 22.030565 -1.255 -0.493 -0.534 -0.930
H 24.141820 -10.455782 23.386572 0.101 -0.467 0.643 -0.728
H 23.062034 -10.440269 24.844976 0.380 0.199 0.200 -0.670
H 23.688115 -8.952924 23.982548 -0.803 0.229 0.215 -0.272
H 22.474444 -9.898698 21.937152 -0.444 -0.125 -0.181 0.439
H 21.241842 -9.662669 23.228837 0.033 0.179 -0.236 0.576
H 19.350557 -14.776417 22.692008 0.339 -0.075 -0.088 0.264
H 19.441338 -14.242880 20.987302 0.356 -0.093 0.060 0.316
H 18.635311 -13.281666 22.167601 0.431 0.432 0.199 0.381
C 24.402677 -13.364884 20.586835 -0.258 -0.581 0.160 -1.185
C 24.980455 -12.059477 21.069795 -0.006 1.140 -1.444 -0.171
O 25.552120 -12.167466 22.357836 -0.511 -0.529 0.656 0.159
C 26.834330 -11.884059 22.567379 0.603 -0.280 -0.474 0.386
O 27.585099 -11.356223 21.786260 -0.025 0.096 0.073 -0.648
O 27.134815 -12.321849 23.778979 -0.567 0.189 -0.005 0.466
C 28.426713 -12.131252 24.320168 0.288 -0.264 0.958 -0.168
H 23.594154 -13.647610 21.266872 0.337 -0.433 0.162 0.096
H 25.174104 -14.129204 20.476675 -0.073 -0.105 0.507 0.306
H 23.918097 -13.363308 19.608156 0.151 0.782 -0.079 0.393
H 24.189568 -11.304215 21.113825 -0.031 -0.073 0.248 0.048
H 25.712719 -11.639336 20.375601 0.147 -0.229 0.097 0.479
H 29.035967 -11.331542 23.901358 -0.342 0.000 -0.465 0.513
H 28.994918 -13.060560 24.307212 -0.279 0.173 -0.401 -0.519
H 28.248654 -11.897133 25.372659 -0.154 -0.165 -0.366 -0.344
C 26.497486 -16.118493 26.402029 0.134 0.907 -0.382 -0.061
C 26.264016 -16.697386 25.018864 -0.830 -0.868 1.164 -0.797
O 26.730383 -15.795336 24.028053 -0.410 0.072 -0.382 -0.116
C 27.933794 -15.994290 23.516732 0.218 -0.269 0.431 0.674
O 28.685340 -16.889677 23.802419 0.169 -0.100 -0.104 -0.625
O 28.179728 -15.009298 22.663907 -0.419 0.748 -0.673 -0.162
C 29.432357 -15.045823 22.005786 1.218 -1.114 0.224 -0.712
H 26.274845 -16.790551 27.226856 -0.016 -0.159 -0.129 0.439
H 25.866285 -15.232099 26.492763 -0.153 -0.121 0.172 -0.315
H 27.505145 -15.714981 26.517018 0.156 -0.394 0.002 0.249
H 25.186999 -16.805004 24.886194 -0.058 0.412 -0.291 0.154
H 26.606754 -17.729226 24.934444 0.771 0.289 -0.384 0.410
H 29.510382 -15.874834 21.297652 -0.412 0.057 -0.081 0.376
H 30.191817 -15.271530 22.752004 0.131 0.242 -0.089 0.147
H 29.685749 -14.124955 21.493705 -0.608 0.308 0.221 0.270
C 22.511601 -15.819117 24.593739 -0.833 -0.059 0.891 -1.117
O 23.094267 -15.174947 25.718767 0.352 -0.154 -0.246 0.537
C 23.214456 -13.789915 25.510082 0.037 1.524 -0.154 0.740
C 21.972015 -13.030748 25.949561 -1.437 -1.278 0.457 -1.131
N 21.735975 -13.264022 27.378959 0.494 -0.077 0.451 0.535
C 20.573070 -12.565195 27.946299 1.190 -0.229 -0.903 0.523
C 20.149851 -12.981539 29.331372 -0.681 0.895 0.651 -1.479
O 21.004198 -12.548830 30.376431 0.165 -0.586 0.255 -0.541
C 22.235103 -13.253454 30.482494 -0.018 0.301 -0.618 0.595
H 22.422301 -16.876608 24.844789 0.465 -0.077 -0.192 0.296
H 23.072932 -15.628285 23.679484 0.015 -0.101 -0.061 0.286
H 21.465870 -15.498579 24.502714 0.136 0.237 -0.427 0.182
H 23.466782 -13.547619 24.471196 -0.185 -0.185 -0.134 -0.001
H 24.030848 -13.353132 26.087622 0.215 -0.682 0.254 -0.845
H 21.094719 -13.467592 25.440122 0.071 0.221 -0.522 0.895
H 21.951409 -11.973482 25.697060 0.400 0.085 0.194 0.051
H 21.697124 -14.265100 27.531447 -0.113 -0.025 -0.007 0.255
H 19.709895 -12.635493 27.269885 -0.164 -0.040 0.072 0.089
H 20.939120 -11.535321 27.961813 -0.625 0.265 0.216 -0.303
H 19.827013 -14.021031 29.467718 0.574 -0.259 -0.338 0.347
H 19.239323 -12.411698 29.544916 -0.082 -0.009 -0.243 0.511
H 22.924486 -12.802523 29.763339 0.300 -0.156 0.264 -1.178
H 22.159689 -14.314681 30.225738 -0.252 -0.057 0.047 0.193
H 22.603170 -13.164421 31.503214 0.007 0.150 0.029 0.782
C 29.317180 -10.830873 30.797016 0.140 0.099 0.908 0.056
O 28.808711 -9.512611 30.760198 0.087 -0.198 0.242 -0.430
C 27.406534 -9.535379 31.049175 0.971 0.743 -0.594 -0.129
C 26.757826 -8.264799 30.520668 -1.034 -0.639 -0.465 -1.399
N 26.593572 -8.237588 29.062091 0.145 -0.030 -0.330 1.600
C 27.783360 -7.834982 28.286309 -1.200 0.604 0.604 -1.307
C 27.428149 -7.715338 26.809609 -0.024 -0.603 0.287 0.165
O 27.146362 -9.072076 26.429031 -0.661 0.046 -0.581 1.533
C 26.528072 -9.298150 25.181578 -0.787 1.866 -0.365 0.009
H 30.405759 -10.833443 30.857596 0.049 0.337 -0.562 0.368
H 28.948337 -11.410199 29.946387 0.055 -0.175 0.131 -0.116
H 29.047422 -11.307578 31.750638 -0.372 -0.194 -0.154 -0.011
H 27.219468 -9.632219 32.123592 0.112 -0.183 0.076 0.575
H 27.019035 -10.394540 30.494541 -0.591 0.024 0.210 -0.222
H 27.161720 -7.306911 30.849918 0.408 -0.242 0.222 0.530
H 25.729361 -8.317526 30.903913 0.045 0.161 0.226 0.378
H 26.441783 -9.198390 28.764968 -0.562 0.224 0.481 -0.395
H 28.554591 -8.601972 28.359754 -0.342 1.365 0.724 0.261
H 28.031041 -6.844450 28.679888 0.659 -0.107 -0.172 0.786
H 28.302290 -7.363999 26.253859 -0.160 0.083 -0.056 -0.419
H 26.544640 -7.097849 26.622204 0.046 0.075 0.018 -0.142
H 25.912298 -10.196700 25.145592 0.471 -0.358 0.349 -0.610
H 27.218795 -9.242012 24.333476 0.226 -0.321 0.112 0.289
H 25.820055 -8.464878 25.051962 -0.009 -0.201 -0.278 -0.567
C 15.560537 -4.789127 30.570705 0.563 0.438 0.094 -0.710
O 15.014815 -6.064795 30.387846 -0.427 -0.166 0.130 -0.326
C 15.690791 -7.110337 31.013817 0.666 -1.013 0.153 -0.666
C 17.157421 -7.248725 30.640893 0.651 -0.113 -0.095 -0.521
N 17.376017 -7.525019 29.212894 -0.044 -0.241 0.400 -0.292
C 18.750729 -7.994693 28.950328 -0.759 0.114 -0.255 -1.116
C 18.896626 -9.496230 29.105983 1.468 0.149 0.536 0.631
O 18.029334 -10.310349 28.347999 -0.249 0.556 -0.062 -0.485
C 18.143115 -10.154132 26.953431 -0.530 -0.533 -0.801 -0.301
H 15.784971 -4.522162 31.613128 -0.389 -0.283 0.162 0.328
H 14.836277 -4.082647 30.174106 0.048 0.052 -0.022 0.253
H 16.522800 -4.656893 30.061339 -0.176 -0.109 -0.321 0.249
H 15.212611 -8.062426 30.757518 -0.296 0.273 -0.432 0.374
H 15.618361 -7.127470 32.111456 -0.005 0.681 0.057 0.369
H 17.584236 -8.074614 31.232223 -0.172 0.100 0.296 0.340
H 17.724771 -6.356614 30.921028 -0.041 0.033 -0.045 0.412
H 16.812039 -8.358182 29.048782 -0.251 0.254 -0.413 0.281
H 19.480243 -7.512874 29.605271 -0.108 0.020 0.116 0.481
H 19.040855 -7.713341 27.934294 -0.062 0.104 0.031 0.218
H 18.776893 -9.799917 30.147389 -0.302 0.000 -0.005 0.377
H 19.968902 -9.661198 28.904530 -0.161 -0.549 -0.289 -0.301
H 18.844589 -10.885296 26.544513 0.398 0.342 0.001 -0.131
H 18.343701 -9.141862 26.598181 0.336 0.027 0.303 0.305
H 17.194726 -10.405934 26.468781 -0.170 -0.065 0.418 0.347
C 23.833815 -5.604705 25.743660 1.454 -1.003 -0.561 -0.741
O 24.657855 -6.542403 25.000180 -0.506 0.539 -0.421 0.675
C 24.444904 -6.442337 23.590566 0.527 -0.247 0.411 -0.655
C 25.173095 -5.236830 22.956569 -0.529 0.370 1.030 -1.467
N 26.450126 -4.941483 23.580883 0.170 -0.151 -0.146 -0.288
C 27.545870 -5.808477 23.183799 0.192 0.581 0.185 0.134
C 28.812336 -5.581930 24.015077 0.391 0.113 -0.643 -0.588
O 29.599433 -4.445737 23.676175 -0.266 -0.690 -0.378 -0.500
C 30.018930 -4.439863 22.308390 -0.387 1.925 0.847 -0.821
H 22.788646 -5.864730 25.569985 -0.120 0.215 0.283 0.267
H 24.073458 -4.595649 25.402351 -0.290 0.149 0.198 0.442
H 24.201609 -5.786490 26.751437 -0.692 0.421 0.290 -0.098
H 23.362923 -6.369402 23.439471 0.009 -0.200 -0.459 0.640
H 24.859181 -7.373849 23.196930 -0.234 -0.008 -0.195 0.163
H 24.536001 -4.363990 23.130866 0.027 0.069 -0.250 0.436
H 25.264838 -5.363976 21.878811 0.118 -0.057 -0.023 0.498
H 26.337777 -4.973903 24.587288 -0.036 -0.041 -0.001 0.212
H 27.762470 -5.537025 22.146624 0.117 -0.356 -0.064 0.501
H 27.358097 -6.892643 23.221330 -0.333 0.039 0.038 -0.116
H 29.417884 -6.481575 23.836832 0.143 -0.037 0.309 0.420
H 28.628963 -5.460863 25.081641 -0.262 -0.213 -0.002 0.221
H 30.066617 -5.416100 21.835627 0.284 -0.121 0.073 0.346
H 30.939498 -3.854188 22.333160 0.418 -0.674 -0.273 0.290
H 29.351283 -3.758909 21.766147 -0.263 -0.508 -0.321 0.280
C 29.150362 -10.434762 27.282224 0.501 -0.472 0.088 -0.282
O 29.711224 -9.138965 27.272991 1.550 -0.827 -1.236 0.274
C 31.120995 -8.977983 27.357089 0.231 -0.123 -0.046 -0.917
C 31.892628 -9.359773 26.095464 -0.143 -0.097 -0.362 -0.597
N 31.922930 -10.807729 25.874137 0.536 0.825 0.409 -0.245
C 32.331239 -11.143684 24.523766 -1.079 -0.071 0.150 -0.614
C 32.419244 -12.637245 24.345705 0.714 -0.035 -1.680 -0.883
O 31.123135 -13.189078 24.462024 0.212 -0.110 0.375 0.000
C 31.094015 -14.482626 25.026948 -0.790 0.164 0.483 -0.840
H 29.614915 -11.059938 28.049997 0.005 -0.010 0.031 1.070
H 29.208480 -10.957781 26.319686 0.364 0.442 0.294 -0.692
H 28.078790 -10.288898 27.415557 0.823 -0.377 0.575 0.046
H 31.527877 -9.512921 28.224832 -0.100 -0.146 -0.042 0.314
H 31.234394 -7.912023 27.554005 0.171 0.036 -0.061 0.379
H 32.929153 -9.005683 26.110182 -0.062 0.097 0.407 0.523
H 31.444476 -8.835133 25.234258 -0.222 0.006 0.066 0.263
H 31.003436 -11.150700 26.085287 -0.070 -0.499 -0.314 0.024
H 33.223824 -10.593370 24.224876 0.340 -0.326 0.339 0.560
H 31.576722 -10.817439 23.783659 -0.036 0.073 0.036 0.184
H 33.176324 -13.159993 24.934574 -0.264 0.212 0.555 0.496
H 32.747832 -12.775422 23.299895 0.015 -0.177 0.092 0.356
H 31.514592 -14.447116 26.035238 0.451 -0.324 -0.161 0.463
H 31.499543 -15.258957 24.376142 0.488 0.077 0.157 0.298
H 30.046103 -14.756270 25.180354 -0.048 0.113 -0.155 0.059
C 23.592109 -16.716547 28.535990 -0.220 0.018 0.168 -0.673
O 22.856720 -16.742475 29.742836 -0.689 -0.174 -0.222 -0.322
C 23.528128 -17.234644 30.860029 0.425 -0.364 0.939 -0.336
C 22.619303 -17.132052 32.080262 -0.729 0.527 -1.248 -0.468
N 21.312471 -17.804516 31.849480 0.079 0.982 0.731 -0.484
C 20.372220 -17.458027 32.930321 -1.242 0.254 0.144 -0.559
C 18.999683 -17.136976 32.328398 -0.644 -0.437 0.670 -0.777
O 18.937241 -16.037702 31.449404 0.309 -0.042 -0.135 -0.371
C 19.267996 -14.814865 32.078821 -0.084 0.220 0.143 -0.523
H 22.896727 -16.597678 27.708204 -0.108 0.030 0.094 0.156
H 24.119096 -17.663459 28.394545 0.284 0.095 -0.007 0.641
H 24.254209 -15.845216 28.516488 0.312 -0.188 -0.005 -0.019
H 24.421653 -16.624009 31.053086 0.082 -0.049 0.064 -0.100
H 23.854487 -18.283312 30.800254 -0.072 0.009 -0.657 0.531
H 22.375158 -16.059566 32.114733 0.450 0.073 0.860 0.090
H 23.132862 -17.519697 32.955707 -0.071 0.156 0.151 0.464
H 20.925936 -17.210250 31.114113 0.174 -0.626 -0.541 0.344
H 20.620963 -16.591908 33.561328 0.628 0.053 -0.289 0.324
H 20.130072 -18.233779 33.663946 0.582 -0.440 -0.241 0.416
H 18.270608 -16.957677 33.134582 0.264 0.028 0.201 0.481
H 18.608947 -18.027253 31.829774 0.191 0.202 -0.477 0.315
H 18.895364 -14.751481 33.107781 -0.092 -0.237 0.020 0.480
H 18.795535 -14.006941 31.526724 0.072 -0.028 -0.152 0.192
H 20.345193 -14.637488 32.111787 0.057 -0.018 -0.093 0.044
C 30.603336 -14.298255 32.823591 -0.704 -0.059 -0.210 -0.412
O 29.899776 -13.991033 34.008684 0.198 0.641 -0.454 -0.406
C 28.510969 -13.803822 33.839880 -0.349 -0.070 0.279 0.630
C 28.066060 -12.728702 34.828907 0.809 0.040 0.333 -0.980
N 26.625945 -12.610774 34.938127 0.174 -0.026 -0.158 -0.173
C 26.158999 -12.098409 36.204453 -0.474 -0.050 1.000 -0.675
C 24.639651 -12.160953 36.273381 0.160 0.181 0.124 -0.591
O 24.091267 -11.158198 35.427795 -0.184 -0.523 0.046 -0.273
C 22.692672 -11.331015 35.326599 -0.157 0.224 -0.509 -0.735
H 30.342082 -13.650604 31.974177 0.001 0.376 0.284 0.026
H 30.309561 -15.293313 32.467354 0.534 -0.237 0.177 0.280
H 31.657220 -14.172429 33.048642 0.089 -0.386 -0.121 0.275
H 28.013611 -14.752440 34.073510 -0.245 0.119 0.032 0.395
H 28.218931 -13.542740 32.815740 0.298 0.102 -0.097 -0.624
H 28.551425 -11.758372 34.644528 0.017 -0.075 -0.518 0.229
H 28.559064 -13.015566 35.764293 -0.598 -0.180 0.258 0.469
H 26.304132 -11.980056 34.212549 -0.147 -0.126 -0.049 0.187
H 26.507257 -11.090250 36.475604 -0.082 0.164 -0.366 0.317
H 26.540184 -12.711372 37.027806 0.027 -0.288 -0.226 0.443
H 24.237521 -12.035243 37.287428 0.327 0.236 0.134 0.394
H 24.316751 -13.167394 35.980257 0.011 0.059 -0.368 0.331
H 22.165368 -11.053526 36.245380 0.124 -0.135 0.128 0.302
H 22.447061 -12.360747 35.046407 -0.023 -0.055 0.157 0.293
H 22.313910 -10.693677 34.526188 0.174 0.095 0.049 0.241
C 21.745464 -8.661116 26.690213 0.964 1.656 0.603 0.246
O 22.379371 -9.624694 27.498927 -0.637 -0.949 -0.571 0.064
C 23.772755 -9.545398 27.666650 0.966 0.459 -0.188 -0.241
C 24.349166 -10.969596 27.654778 -0.733 0.081 0.510 0.364
N 25.754654 -11.010276 28.070638 -0.659 0.396 -0.759 1.335
C 26.389894 -12.282971 27.799962 -0.436 -1.165 1.485 1.240
C 26.236701 -13.219259 29.009995 -0.163 0.027 -0.311 -0.088
O 27.036685 -14.373552 28.751403 0.427 0.674 1.012 0.033
C 27.274122 -15.025040 29.985872 -0.393 -1.320 -0.367 -0.087
H 22.275939 -8.408680 25.764730 0.142 -0.492 -0.026 -0.390
H 21.773638 -7.715855 27.256220 -0.411 0.055 -0.135 0.400
H 20.715313 -8.900308 26.446786 -0.004 -0.506 0.257 -0.217
H 24.051018 -8.958204 28.548774 -0.290 -0.421 0.420 0.562
H 24.268832 -8.939662 26.890408 -0.331 -0.192 -0.403 -0.305
H 24.187659 -11.385083 26.651042 0.220 0.093 -0.098 -0.927
H 23.732722 -11.598046 28.302719 0.039 0.077 0.075 -0.251
H 26.172452 -10.282397 27.498197 0.362 -0.313 -0.136 -1.107
H 27.463632 -12.173464 27.651353 -0.192 -0.048 -0.375 -0.284
H 25.887284 -12.910549 27.053968 0.443 0.629 -0.875 -1.341
H 25.183576 -13.512572 29.116106 -0.063 -0.073 -0.026 -0.299
H 26.492410 -12.746862 29.964476 0.370 0.140 -0.116 0.182
H 27.993096 -15.842213 29.887091 0.235 0.286 -0.457 0.381
H 26.351280 -15.553875 30.256546 -0.075 0.321 0.532 -0.226
H 27.627697 -14.373078 30.785136 -0.166 0.233 -0.060 0.028
C 24.149026 -5.746696 30.223810 0.914 0.474 -0.377 -0.837
O 24.513525 -6.269436 28.950451 0.117 0.137 0.505 -0.489
H 25.030264 -5.443295 30.807937 0.101 -0.450 0.036 0.288
H 23.682551 -4.773750 30.063077 -0.763 -0.386 0.043 0.310
H 23.583607 -6.491041 30.785456 -0.372 0.376 0.142 0.237
H 25.237086 -6.911930 29.108840 -0.017 -0.249 -0.571 0.238
```
Forces are in eV/Å.

SMILES string: CCOC(=O)OC.CCOC(=O)OC.CCOC(=O)OC.COCCNCCOC.COCCNCCOC.COCCNCCOC.COCCNCCOC.COCCNCCOC.COCCNCCOC.COCCNCCOC.COCCNCCOC.CO
E in a.u.: -4806.798500
Energy above the lowest of the compared OMol25 structures with the same formula, charge and spin in eV: 2.637
Largest force on an atom in eV Å⁻¹: 2.15
LUMO level in Ha: 0.0177
Charge: 0
Orbital gap in eV: 8.87
HOMO energy in eV: -8.385
Multiplicity: 1